Below is a structure of composition C33H32AsCrF6N7O5S3, with properties calculated with wB97M-V/def2-TZVPD.

Values from the calculation:
LUMO energy (spin up / spin down) in eV: -4.31 / -3.66
Spin multiplicity: 2
⟨S²⟩: 0.771
Relative energy (zero: lowest compared OMol25 entry of this formula, charge and spin) in kcal per mole: 16.6
Charge: +1

CARTESIAN COORDINATES (ANGSTROEM)
Cr1 0.07195 1.37517 0.28200
C1 -3.90816 2.13941 2.07208
C2 -2.77578 1.37458 1.44986
N1 -1.60358 1.89558 1.32392
N2 -1.57511 3.23889 1.74565
C3 -0.38084 3.71704 1.92413
N3 -0.26075 4.99624 2.33057
S1 1.09919 2.79555 1.71113
C4 -3.09381 0.00116 0.96222
C5 -4.35872 -0.23334 0.43065
C6 -4.66669 -1.49872 -0.03710
C7 -3.71038 -2.49062 0.06521
C8 -2.48056 -2.16552 0.62010
N4 -2.16681 -0.94751 1.05407
H1 -3.54771 2.76071 2.88425
H2 -4.35040 2.81867 1.33782
H3 -4.67534 1.46164 2.43526
H4 -1.08473 5.57573 2.31117
H5 0.63241 5.44950 2.23604
H6 -5.08454 0.56252 0.35792
H7 -5.64042 -1.70293 -0.46237
H8 -3.90646 -3.50063 -0.26821
H9 -1.71227 -2.91901 0.70986
F1 3.21250 0.50287 -3.44666
C9 2.42192 1.56979 -3.43604
F2 1.18360 1.17904 -3.74220
F3 2.83523 2.45110 -4.32686
S2 2.48407 2.32804 -1.76375
O1 1.74984 1.34989 -0.93146
O2 3.87114 2.45702 -1.47924
N5 1.78282 3.70582 -1.89393
S3 0.30129 4.08678 -1.52783
O3 0.23733 5.26322 -0.73129
O4 -0.49035 2.92227 -1.10209
C10 -0.44237 4.52530 -3.15175
F4 -0.56538 3.44548 -3.92180
F5 -1.64454 5.03772 -2.93607
F6 0.32658 5.40870 -3.75935
C11 1.96931 -4.09201 -1.33623
C12 1.12717 -4.24586 -0.24333
C13 0.91125 -3.18509 0.62792
C14 1.53452 -1.96152 0.42003
C15 2.38241 -1.81229 -0.67573
C16 2.60022 -2.87226 -1.54646
As1 1.17588 -0.42157 1.56368
C17 0.39192 -1.17154 3.14672
C18 -0.61725 -0.49231 3.81695
C19 -1.13274 -1.00266 5.00012
C20 -0.64482 -2.19852 5.50926
C21 0.37292 -2.87290 4.84509
C22 0.89592 -2.35879 3.66805
C23 2.92533 0.10096 2.22926
C24 3.21925 0.03255 3.58664
C25 4.46536 0.43571 4.04793
C26 5.42081 0.91497 3.16436
C27 5.12349 1.00401 1.81212
C28 3.87970 0.60443 1.34730
H10 2.14988 -4.92309 -2.00626
H11 0.65105 -5.19956 -0.05212
H12 0.27323 -3.33476 1.48908
H13 2.89356 -0.87663 -0.85883
H14 3.27491 -2.74290 -2.38364
H15 -0.98773 0.45123 3.43372
H16 -1.90925 -0.46271 5.52648
H17 -1.05089 -2.60211 6.42768
H18 0.77124 -3.79397 5.25024
H19 1.71081 -2.87453 3.17486
H20 2.48534 -0.31443 4.29905
H21 4.68285 0.37998 5.10668
H22 6.39033 1.22748 3.52960
H23 5.85113 1.39575 1.11324
H24 3.67023 0.71170 0.29609
N6 -0.70129 0.26065 -1.17363
C29 -0.94054 -0.20399 -2.20416
N7 -1.21135 -0.79025 -3.32854
C30 -2.17596 -0.23845 -4.29431
C31 -2.93505 -1.39774 -4.90666
O5 -2.04582 -2.35211 -5.45477
C32 -1.20461 -2.91720 -4.46602
C33 -0.32534 -1.85416 -3.84567
H25 -1.62794 0.31207 -5.06235
H26 -2.84718 0.44379 -3.77539
H27 -3.56074 -1.03996 -5.72158
H28 -3.57282 -1.86814 -4.14802
H29 -0.59324 -3.67075 -4.95766
H30 -1.80983 -3.40094 -3.68889
H31 0.33321 -1.41902 -4.60095
H32 0.27698 -2.24774 -3.02687

Let us look at the Löwdin charges, expressed in e, one per atom:
1. Cr 0.340
2. C -0.015
3. C -0.232
4. N -0.069
5. N 0.022
6. C -0.786
7. N 0.113
8. S 0.789
9. C -0.240
10. C -0.007
11. C -0.044
12. C -0.042
13. C -0.109
14. N 0.120
15. H 0.081
16. H 0.107
17. H 0.086
18. H 0.118
19. H 0.099
20. H 0.117
21. H 0.117
22. H 0.111
23. H 0.090
24. F 0.158
25. C -0.672
26. F 0.138
27. F 0.178
28. S 0.637
29. O -0.460
30. O -0.212
31. N -0.253
32. S 0.650
33. O -0.226
34. O -0.377
35. C -0.685
36. F 0.144
37. F 0.168
38. F 0.176
39. C -0.081
40. C -0.068
41. C -0.127
42. C -0.323
43. C -0.099
44. C -0.079
45. As 1.328
46. C -0.390
47. C -0.105
48. C -0.063
49. C -0.065
50. C -0.061
51. C -0.125
52. C -0.363
53. C -0.091
54. C -0.065
55. C -0.065
56. C -0.055
57. C -0.116
58. H 0.110
59. H 0.110
60. H 0.082
61. H 0.080
62. H 0.113
63. H 0.086
64. H 0.109
65. H 0.110
66. H 0.111
67. H 0.113
68. H 0.097
69. H 0.110
70. H 0.110
71. H 0.115
72. H 0.058
73. N 0.143
74. C -0.165
75. N -0.052
76. C -0.084
77. C -0.179
78. O -0.109
79. C -0.176
80. C -0.080
81. H 0.138
82. H 0.139
83. H 0.136
84. H 0.130
85. H 0.137
86. H 0.132
87. H 0.137
88. H 0.119



Below is a cluster of 2 separate species, C33H32BCl2F3O3 in total, with properties calculated with wB97M-V/def2-TZVPD.

Values from the calculation:
LUMO energy in eV: -3.28
Relative energy (zero: lowest compared OMol25 entry of this formula, charge and spin) in kcal per mole: 72.4

CARTESIAN COORDINATES (ANGSTROEM)
Cl1 -5.90249 2.93585 -3.29367
C1 -4.37385 2.23239 -2.95663
C2 -4.25235 0.84434 -2.77253
C3 -3.04161 0.29678 -2.36708
C4 -1.89859 1.10398 -2.17644
C5 -0.58384 0.58833 -1.83339
C6 0.52554 1.12113 -2.51623
C7 1.63136 0.41524 -2.99989
C8 2.87508 1.03508 -3.38252
C9 4.01041 0.25035 -3.72002
C10 5.26575 0.82324 -3.86425
C11 5.41277 2.21155 -3.71095
Cl2 6.96730 2.92589 -3.77709
C12 4.29193 3.03102 -3.51520
C13 3.03685 2.44692 -3.35957
C14 -2.04559 2.49177 -2.43461
C15 -3.25754 3.06256 -2.78946
H1 -5.12684 0.21744 -2.94787
H2 -2.93459 -0.78420 -2.25401
H3 -0.50690 -0.34288 -1.26478
H4 0.46585 2.17240 -2.80139
H5 1.55661 -0.68006 -3.05751
H6 3.88699 -0.83009 -3.82405
H7 6.13821 0.21390 -4.09379
H8 4.41189 4.10583 -3.47547
H9 2.18457 3.09971 -3.18144
H10 -1.16284 3.11658 -2.32866
H11 -3.34300 4.13639 -2.91652
C16 -1.64908 -3.42533 5.38839
C17 -1.08142 -2.26185 4.72293
C18 -0.51920 -1.09758 5.18044
C19 -0.13490 -0.34576 4.02995
C20 -0.49722 -1.06662 2.91891
B1 -0.04859 -0.80754 1.37854
C21 -1.42713 0.09649 1.32992
C22 -1.37371 1.48828 1.26090
C23 -2.54528 2.25799 1.15001
C24 -3.78063 1.62086 1.09431
C25 -5.06261 2.38462 0.88211
F1 -5.86503 1.71446 -0.02389
F2 -5.80245 2.53228 2.03022
F3 -4.83600 3.62830 0.36007
C26 -3.85287 0.23900 1.19546
C27 -2.68513 -0.51259 1.27169
O1 1.21457 -0.14133 1.50026
C28 2.20027 -1.04259 0.96518
C29 2.71467 -0.41171 -0.30114
C30 3.38273 -1.15789 1.91609
C31 1.37670 -2.38533 0.63813
C32 1.73353 -3.09992 -0.66105
C33 1.54054 -3.37431 1.78092
O2 0.00732 -1.95295 0.53079
O3 -1.07023 -2.24249 3.35277
H12 -1.39160 -3.40054 6.45512
H13 -2.74610 -3.42767 5.31392
H14 -1.25602 -4.35748 4.96139
H15 -0.38516 -0.78081 6.21289
H16 0.33791 0.63000 4.04516
H17 -0.40475 1.98717 1.28529
H18 -2.48849 3.34412 1.11708
H19 -4.82010 -0.26370 1.21362
H20 -2.76049 -1.59730 1.32343
H21 3.50495 -1.01720 -0.77756
H22 1.85166 -0.30375 -0.97159
H23 3.07802 0.60563 -0.11540
H24 4.16920 -1.78901 1.47114
H25 3.80659 -0.15299 2.05557
H26 3.11942 -1.57644 2.88958
H27 2.79380 -3.38873 -0.66801
H28 1.14086 -4.01889 -0.72673
H29 1.52996 -2.48411 -1.54897
H30 2.52910 -3.85895 1.70256
H31 1.46443 -2.88802 2.76472
H32 0.75685 -4.13923 1.71989

Let us look at the Löwdin charges, expressed in e, one per atom:
1. Cl 0.728
2. C -0.661
3. C -0.079
4. C 0.007
5. C -0.197
6. C 0.116
7. C -0.049
8. C 0.017
9. C -0.208
10. C -0.005
11. C -0.080
12. C -0.661
13. Cl 0.724
14. C -0.079
15. C 0.006
16. C -0.015
17. C -0.080
18. H 0.118
19. H 0.133
20. H 0.132
21. H 0.099
22. H 0.130
23. H 0.127
24. H 0.114
25. H 0.110
26. H 0.113
27. H 0.112
28. H 0.114
29. C -0.038
30. C -0.346
31. C -0.029
32. C -0.023
33. C -0.148
34. B -0.884
35. C -0.096
36. C -0.029
37. C -0.015
38. C -0.153
39. C -0.503
40. F 0.079
41. F 0.114
42. F 0.100
43. C -0.015
44. C -0.015
45. O 0.072
46. C -0.458
47. C -0.034
48. C -0.012
49. C -0.455
50. C -0.017
51. C -0.014
52. O 0.077
53. O 0.050
54. H 0.085
55. H 0.084
56. H 0.084
57. H 0.103
58. H 0.115
59. H 0.117
60. H 0.115
61. H 0.124
62. H 0.126
63. H 0.098
64. H 0.044
65. H 0.107
66. H 0.092
67. H 0.094
68. H 0.084
69. H 0.091
70. H 0.093
71. H 0.065
72. H 0.095
73. H 0.090
74. H 0.101



Below is a structure of composition C33H32BCrN14, with properties calculated with wB97M-V/def2-TZVPD.

Values from the calculation:
LUMO energy (spin up / spin down) in eV: -4.73 / -6.55
Spin multiplicity: 6
⟨S²⟩: 8.783
Relative energy (zero: lowest compared OMol25 entry of this formula, charge and spin) in kcal per mole: 9.2
Charge: +2

CARTESIAN COORDINATES (ANGSTROEM)
Cr1 -0.41777 -1.27616 0.15693
C1 0.03404 -1.60233 4.38216
C2 -0.53699 -1.87548 3.14644
N1 0.12623 -1.25247 2.16841
N2 1.14620 -0.56732 2.76850
C3 1.08902 -0.76308 4.09739
B1 2.04311 0.44055 2.03091
N3 1.12330 1.80292 1.89219
C4 1.43889 3.15144 1.88975
C5 0.71196 4.01938 1.16932
C6 -0.41328 3.54476 0.26872
N4 -0.12910 1.51663 1.58826
N5 2.37472 -0.07522 0.60526
C7 3.57408 0.06449 0.00375
C8 3.52847 -0.52219 -1.23910
C9 2.23635 -1.02035 -1.33506
N6 1.53956 -0.75710 -0.22923
N7 3.30395 0.75282 2.78010
C10 4.20331 1.77409 2.62879
C11 5.35395 1.42577 3.27428
C12 5.08819 0.13856 3.78939
N8 3.87607 -0.26687 3.48196
H1 -0.26112 -1.97751 5.34552
H2 -1.38353 -2.50179 2.91307
H3 1.82458 -0.31874 4.74354
H4 2.28090 3.43926 2.49766
H5 0.96911 5.06904 1.19459
H6 -1.11847 4.36484 0.11476
H7 4.39237 0.54881 0.50746
H8 4.32125 -0.59037 -1.96210
H9 1.78094 -1.56043 -2.14697
H10 3.98949 2.65332 2.04534
H11 6.25331 2.00890 3.36724
H12 5.73335 -0.49912 4.37210
C13 -1.13681 2.43022 1.03045
N9 -2.03521 1.59330 0.29587
C14 -3.27042 1.13387 0.87529
C15 -3.38120 -0.37327 0.95647
N10 -2.47702 -1.28010 0.63807
C16 -3.08707 -2.52441 0.85404
C17 -2.58289 -3.81319 0.69210
C18 -3.41989 -4.86529 1.00445
C19 -4.72768 -4.64731 1.46562
C20 -5.23600 -3.37471 1.63171
C21 -4.38382 -2.32367 1.31540
N11 -4.53336 -0.94471 1.36401
C22 0.13672 3.11194 -1.06678
N12 0.07123 1.90339 -1.56140
C23 0.72546 1.98215 -2.79164
C24 0.94120 1.00358 -3.76282
C25 1.62727 1.36693 -4.90234
C26 2.09396 2.67862 -5.08954
C27 1.88159 3.66213 -4.14639
C28 1.18835 3.28320 -3.00145
N13 0.79177 3.98731 -1.87771
H13 -0.26582 0.56529 1.29776
H14 -1.64368 2.90364 1.87777
H15 -2.01400 1.74065 -0.69973
H16 -4.13470 1.48904 0.30491
H17 -3.38494 1.53922 1.88464
H18 -1.57284 -3.99489 0.34088
H19 -3.06470 -5.88050 0.89408
H20 -5.35038 -5.49977 1.69861
H21 -6.24283 -3.21087 1.99059
H22 -5.36737 -0.44658 1.63091
H23 0.57576 -0.00503 -3.62668
H24 1.81153 0.63248 -5.67490
H25 2.62786 2.92308 -5.99750
H26 2.23536 4.67300 -4.29738
H27 0.95380 4.96416 -1.69931
C29 -1.63217 -2.68039 -4.37045
C30 -2.08082 -1.47337 -3.85655
C31 -1.68684 -1.10544 -2.58525
N14 -0.88454 -1.86653 -1.82918
C32 -0.45485 -3.03431 -2.33192
C33 -0.80299 -3.47564 -3.59278
H28 -1.92322 -2.99746 -5.36287
H29 -2.72227 -0.82100 -4.43147
H30 -2.00057 -0.16668 -2.14927
H31 0.19424 -3.62683 -1.69690
H32 -0.43164 -4.42432 -3.95272

Let us look at the Löwdin charges, expressed in e, one per atom:
1. Cr 0.793
2. C -0.001
3. C -0.098
4. N -0.067
5. N 0.025
6. C -0.023
7. B -0.586
8. N 0.119
9. C -0.031
10. C 0.027
11. C -0.144
12. N 0.131
13. N 0.046
14. C -0.016
15. C -0.003
16. C -0.125
17. N -0.046
18. N -0.026
19. C -0.111
20. C -0.036
21. C -0.117
22. N 0.083
23. H 0.115
24. H 0.112
25. H 0.129
26. H 0.117
27. H 0.127
28. H 0.163
29. H 0.127
30. H 0.116
31. H 0.100
32. H 0.110
33. H 0.107
34. H 0.116
35. C -0.250
36. N 0.006
37. C -0.090
38. C -0.254
39. N 0.055
40. C -0.235
41. C -0.026
42. C -0.053
43. C -0.051
44. C 0.013
45. C -0.168
46. N 0.190
47. C -0.284
48. N 0.171
49. C -0.211
50. C -0.027
51. C -0.068
52. C -0.065
53. C 0.000
54. C -0.178
55. N 0.183
56. H 0.061
57. H 0.168
58. H 0.107
59. H 0.141
60. H 0.141
61. H 0.102
62. H 0.117
63. H 0.118
64. H 0.124
65. H 0.182
66. H 0.085
67. H 0.109
68. H 0.114
69. H 0.119
70. H 0.173
71. C -0.015
72. C -0.022
73. C -0.127
74. N -0.048
75. C -0.126
76. C -0.017
77. H 0.127
78. H 0.124
79. H 0.103
80. H 0.125
81. H 0.124



> What is the formula in the first record?

C33H32AsCrF6N7O5S3



> Which formula does entry 1 have?

C33H32AsCrF6N7O5S3



> The lowest relative energy (zero: lowest compared OMol25 entry of this formula, charge and spin) belongs to which entry?

C33H32BCrN14